No. 1
{"formula": "C7H8F3N2O3PdS6Sb", "method": "ωB97M-V/def2-TZVPD", "species": ["Pd", "S", "Sb", "S", "S", "S", "C", "C", "C", "C", "N", "C", "S", "N", "C", "H", "H", "H", "H", "H", "H", "H", "H", "F", "C", "F", "F", "S", "O", "O", "O"], "xyz": [[2.350, 1.012, 0.239], [4.804, 4.083, 3.489], [2.823, 3.204, 2.827], [2.903, 0.826, 2.400], [2.510, 3.231, 0.445], [0.941, 3.745, 3.976], [-0.633, -0.139, 2.182], [-1.715, -0.191, 1.167], [-1.596, -0.746, -0.080], [-2.705, -0.679, -0.939], [-3.870, -0.166, -0.593], [-4.022, 0.342, 0.647], [-5.467, 0.937, 1.251], [-2.916, 0.349, 1.475], [-2.584, -1.229, -2.327], [-0.033, -1.045, 2.114], [-1.022, -0.013, 3.191], [0.039, 0.692, 1.955], [-0.667, -1.197, -0.393], [-3.053, 0.787, 2.375], [-2.577, -2.320, -2.285], [-1.639, -0.928, -2.779], [-3.428, -0.902, -2.929], [3.612, -2.788, -2.376], [3.447, -1.464, -2.520], [4.476, -0.856, -1.934], [3.494, -1.191, -3.832], [1.843, -0.927, -1.806], [0.877, -1.731, -2.503], [1.813, 0.506, -2.061], [1.993, -1.204, -0.376]], "mulliken_charge": [0.29, -0.72, 0.93, -0.56, -0.46, -0.72, -1.04, 0.63, -0.54, 0.97, -0.57, -0.29, -0.45, -0.06, -1.06, 0.32, 0.40, 0.11, 0.42, 0.26, 0.26, 0.30, 0.36, -0.23, 0.57, -0.23, -0.24, 1.47, -0.60, -0.80, -0.70], "e_above_lowest_ev": 0.000, "orbital_gap_ha": 0.2460, "total_charge": -2, "lumo_energy_ev": 4.417, "energy_ha": -3663.86601}

No. 2
{"formula": "C7H8F3N3", "method": "ωB97M-V/def2-TZVPD", "species": ["C", "C", "C", "C", "C", "C", "C", "N", "N", "N", "F", "F", "F", "H", "H", "H", "H", "H", "H", "H", "H"], "xyz": [[-1.305, 1.525, 1.194], [-0.580, 1.823, 2.369], [-0.743, 1.002, 0.047], [0.780, 1.686, 2.130], [0.647, 0.789, 0.051], [0.802, -1.927, -1.254], [3.191, -0.147, -0.289], [1.313, 1.114, 1.123], [0.909, -0.574, -1.857], [1.341, 0.432, -1.073], [4.090, 0.759, 0.137], [2.921, -1.082, 0.639], [3.719, -0.773, -1.341], [-2.327, 1.852, 1.072], [-0.995, 2.203, 3.175], [-1.344, 0.677, -0.722], [1.406, 2.000, 2.862], [0.611, -2.631, -2.115], [1.567, -2.340, -0.753], [-0.102, -1.880, -0.638], [1.177, -0.544, -2.839]], "mulliken_charge": [-0.23, -0.76, -0.63, -0.39, 0.49, -0.88, 0.70, -0.32, -0.25, -0.23, -0.22, -0.21, -0.25, 0.35, 0.54, 0.52, 0.49, 0.36, 0.35, 0.27, 0.29], "e_above_lowest_ev": 4.169, "orbital_gap_ha": 0.3344, "lumo_energy_ev": 0.640, "energy_ha": -735.26797}

No. 3
{"formula": "C7H8IPS", "method": "ωB97M-V/def2-TZVPD", "species": ["C", "C", "C", "C", "C", "C", "C", "P", "S", "I", "H", "H", "H", "H", "H", "H", "H", "H"], "xyz": [[1.570, 0.380, 1.877], [1.503, 1.431, 0.954], [0.756, -0.729, 1.897], [0.349, 1.439, 0.213], [-0.390, -0.733, 1.047], [-0.537, 0.327, 0.238], [-1.691, -0.848, -2.115], [-1.875, 0.642, -1.004], [-1.414, 4.005, 0.245], [-3.897, -0.093, 0.349], [2.594, 0.429, 2.404], [2.224, 2.154, 0.972], [1.013, -1.486, 2.616], [0.165, 2.265, -0.393], [-1.087, -1.464, 1.096], [-1.387, -1.630, -1.492], [-2.767, -1.058, -2.390], [-1.084, -0.680, -2.937]], "mulliken_charge": [-0.27, -0.83, -0.63, -1.01, -0.20, 0.74, -1.08, -0.04, 0.04, -0.13, 0.22, 0.48, 0.36, 0.79, 0.52, 0.37, 0.32, 0.37], "e_above_lowest_ev": 0.115, "multiplicity": 3, "orbital_gap_ha": [0.3225, 0.2488], "s2": 2.004, "lumo_energy_ev": [-0.128, -2.163], "energy_ha": -1308.66040}

No. 4
{"formula": "C7H8N", "method": "ωB97M-V/def2-TZVPD", "species": ["C", "C", "C", "C", "C", "C", "C", "N", "H", "H", "H", "H", "H", "H", "H", "H"], "xyz": [[-1.125, 1.821, -0.409], [0.068, -1.580, -0.063], [-1.902, 0.792, 0.328], [0.591, -0.114, 0.460], [-1.320, -1.435, -0.209], [-0.448, 0.886, 0.260], [1.900, 0.220, -0.242], [-2.277, -0.756, -0.150], [0.551, -1.821, -1.013], [0.340, -2.339, 0.671], [-2.639, 0.955, 1.094], [-1.174, 2.676, -1.039], [0.742, -0.246, 1.537], [2.352, 1.098, 0.219], [1.734, 0.443, -1.294], [2.608, -0.599, -0.150]], "mulliken_charge": [-0.25, -0.58, -0.39, 0.55, 0.46, 0.07, -1.54, -0.28, 0.34, 0.34, 0.36, 0.42, 0.29, 0.39, 0.42, 0.42], "smiles": "C[C@@H]1CC#[N+][C@@H]2C=C12", "e_above_lowest_ev": 1.105, "orbital_gap_ha": 0.3586, "total_charge": 1, "lumo_energy_ev": -5.414, "energy_ha": -325.86972}

No. 5
{"formula": "C7H8N2O", "method": "ωB97M-V/def2-TZVPD", "species": ["C", "C", "C", "C", "C", "C", "C", "H", "H", "H", "H", "H", "H", "H", "H", "N", "N", "O"], "xyz": [[2.715, 0.072, -0.125], [1.909, 1.118, -0.847], [-0.366, 0.320, -0.175], [-1.656, 0.860, 0.178], [-2.537, -0.105, 0.576], [-2.250, -1.360, 0.766], [-1.019, -1.765, 0.369], [2.291, -0.023, 0.846], [3.677, 0.085, -0.363], [2.453, -0.899, -0.627], [0.505, 2.269, -0.677], [-1.737, 1.918, 0.062], [-3.551, 0.271, 1.035], [-2.837, -2.286, 1.075], [-0.633, -2.745, 0.344], [0.576, 1.203, -0.782], [-0.006, -0.930, -0.070], [2.465, 2.000, -1.586]], "mulliken_charge": [-1.14, 0.59, 0.67, -0.56, -0.24, -0.45, -0.35, 0.32, 0.42, 0.29, 0.25, 0.36, 0.24, 0.28, 0.45, -0.14, -0.35, -0.67], "smiles": "CC(=O)Nc1ccccn1", "e_above_lowest_ev": 1.488, "orbital_gap_ha": 0.3586, "lumo_energy_ev": 0.614, "energy_ha": -456.23954}

No. 6
{"formula": "C7H8N2O2", "method": "ωB97M-V/def2-TZVPD", "species": ["C", "C", "C", "C", "C", "C", "C", "H", "H", "H", "H", "H", "H", "H", "H", "N", "N", "O", "O"], "xyz": [[1.996, -0.120, 0.132], [0.910, -0.879, -0.380], [-0.241, -0.070, -0.465], [-1.562, -0.540, -0.798], [-2.862, -0.105, 0.193], [-0.247, 1.248, -0.161], [0.943, 1.826, 0.251], [3.967, -0.355, 0.370], [3.112, -1.667, -0.063], [0.853, -1.975, -0.468], [-1.868, -1.606, -0.947], [-1.880, -0.068, -1.753], [-1.683, -0.697, 1.723], [-1.210, 1.829, -0.130], [1.015, 2.905, 0.325], [3.159, -0.913, 0.504], [2.075, 1.185, 0.305], [-2.618, -0.498, 1.508], [-3.859, 0.501, -0.145]], "mulliken_charge": [0.61, -0.41, 0.59, -1.06, 0.55, -0.15, -0.53, 0.26, 0.23, 0.31, 0.38, 0.30, 0.38, 0.30, 0.38, -0.57, -0.56, -0.49, -0.52], "smiles": "Nc1cc(CC(=O)O)ccn1", "e_above_lowest_ev": 1.299, "orbital_gap_ha": 0.3537, "lumo_energy_ev": 0.533, "energy_ha": -531.51132}

No. 7
{"formula": "C7H8N2O2", "method": "ωB97M-V/def2-TZVPD", "species": ["C", "C", "C", "C", "C", "C", "C", "H", "H", "H", "H", "H", "H", "H", "H", "N", "N", "O", "O"], "xyz": [[-2.351, -1.925, -0.071], [-1.270, 0.275, -0.192], [-1.530, 1.721, -0.087], [-1.716, 2.903, -0.001], [3.143, 0.221, 0.725], [2.601, -1.000, 0.251], [2.697, 1.125, -0.179], [-2.668, -2.375, 0.883], [-3.008, -2.310, -0.872], [-1.317, -2.215, -0.279], [-3.256, -0.010, 0.180], [-1.896, 3.951, 0.063], [3.771, 0.388, 1.598], [2.695, -1.990, 0.666], [2.808, 2.199, -0.303], [-2.382, -0.479, -0.009], [1.895, -0.833, -0.838], [-0.167, -0.166, -0.423], [1.952, 0.520, -1.116]], "mulliken_charge": [-0.79, 0.31, -0.63, 0.36, -0.51, -0.10, -0.12, 0.28, 0.27, 0.30, 0.21, 0.42, 0.37, 0.40, 0.41, -0.21, -0.27, -0.55, -0.16], "smiles": "C#CC(=O)NC.c1cnoc1", "e_above_lowest_ev": 4.811, "orbital_gap_ha": 0.3688, "lumo_energy_ev": 0.899, "energy_ha": -531.38226}

No. 8
{"formula": "C7H8N2O2S3", "method": "ωB97M-V/def2-TZVPD", "species": ["C", "C", "C", "C", "C", "C", "C", "N", "N", "O", "O", "S", "S", "S", "H", "H", "H", "H", "H", "H", "H", "H"], "xyz": [[-2.189, -0.829, -0.437], [-2.447, -2.191, -0.551], [-0.913, -0.366, -0.177], [-1.435, -3.124, -0.405], [0.112, -1.293, -0.040], [-0.155, -2.664, -0.153], [2.241, -2.091, 0.186], [1.437, -1.022, 0.170], [2.380, 1.452, 0.363], [4.532, 0.943, -1.519], [5.450, 1.101, 0.709], [1.330, -3.582, 0.021], [3.902, -1.964, 0.240], [5.436, 0.375, -0.537], [-2.994, -0.121, -0.562], [-3.450, -2.527, -0.764], [-0.701, 0.688, -0.095], [-1.630, -4.180, -0.496], [1.820, -0.015, 0.268], [2.891, 1.623, 1.222], [1.733, 2.218, 0.220], [3.060, 1.474, -0.399]], "mulliken_charge": [-0.62, -0.47, -0.40, -0.51, 0.15, 0.52, 0.44, 0.06, -0.80, -0.53, -0.40, -0.18, -0.44, 0.68, 0.37, 0.37, 0.37, 0.39, 0.30, 0.26, 0.27, 0.17], "e_above_lowest_ev": 0.000, "orbital_gap_ha": 0.2725, "lumo_energy_ev": -0.664, "energy_ha": -1726.13240}

No. 9
{"formula": "C7H8N2O2S3", "method": "ωB97M-V/def2-TZVPD", "species": ["C", "C", "C", "C", "C", "C", "C", "N", "N", "O", "O", "S", "S", "S", "H", "H", "H", "H", "H", "H", "H", "H"], "xyz": [[1.216, -1.000, 1.307], [0.472, 1.300, 1.634], [0.799, -1.050, -0.011], [0.238, 1.367, 0.227], [0.963, 0.133, 2.163], [0.310, 0.222, -0.486], [1.221, 0.194, 3.633], [-1.879, -0.712, -3.290], [-1.514, 0.195, -2.484], [0.548, 1.657, -2.746], [0.696, -0.824, -3.013], [-3.418, -1.448, -3.541], [-4.838, -0.668, -2.570], [0.153, 0.322, -2.325], [1.690, -1.904, 1.634], [0.231, 2.161, 2.176], [0.810, -1.932, -0.492], [-0.241, 2.296, -0.127], [1.686, 1.250, 3.720], [0.267, 0.306, 4.164], [1.780, -0.517, 4.080], [-1.192, -1.347, -3.654]], "mulliken_charge": [-0.73, -0.54, -0.51, -0.53, 0.81, 0.35, -1.40, 0.06, -0.36, -0.63, -0.70, 0.15, -0.19, 1.20, 0.35, 0.46, 0.57, 0.31, 0.28, 0.30, 0.44, 0.29], "e_above_lowest_ev": 4.613, "orbital_gap_ha": [0.2496, 0.2850], "lumo_energy_ev": [-1.547, -0.816], "energy_ha": -1725.96288}

No. 10
{"formula": "C7H8N3O", "method": "ωB97M-V/def2-TZVPD", "species": ["C", "C", "C", "C", "C", "C", "C", "N", "N", "N", "O", "H", "H", "H", "H", "H", "H", "H", "H"], "xyz": [[-3.541, -0.743, -0.086], [-2.480, 1.286, 0.096], [-2.317, -1.402, -0.070], [0.924, 0.240, 0.148], [-1.226, 0.661, 0.112], [0.201, -0.949, 0.010], [2.368, 0.568, -0.063], [-3.602, 0.648, 0.004], [-0.020, 1.204, 0.175], [-1.159, -0.686, 0.048], [0.623, -2.181, -0.281], [-4.428, -1.253, -0.023], [-2.616, 2.420, 0.207], [-2.252, -2.504, 0.083], [2.644, 1.292, -0.835], [2.743, 0.930, 0.813], [2.850, -0.421, -0.454], [0.072, 2.180, 0.203], [1.403, -2.539, 0.268]], "mulliken_charge": [-0.46, -0.36, 0.08, 0.14, 0.46, 0.54, -1.23, -0.48, -0.01, 0.23, -0.56, 0.44, 0.28, 0.35, 0.38, 0.38, 0.27, 0.15, 0.41], "smiles": "Cc1[nH]c2cncc[n+]2c1O", "e_above_lowest_ev": 1.082, "orbital_gap_ha": 0.3268, "total_charge": 1, "lumo_energy_ev": -4.203, "energy_ha": -510.78043}

What did the seventh record say?
{"formula": "C7H8N2O2", "method": "ωB97M-V/def2-TZVPD", "species": ["C", "C", "C", "C", "C", "C", "C", "H", "H", "H", "H", "H", "H", "H", "H", "N", "N", "O", "O"], "xyz": [[-2.351, -1.925, -0.071], [-1.270, 0.275, -0.192], [-1.530, 1.721, -0.087], [-1.716, 2.903, -0.001], [3.143, 0.221, 0.725], [2.601, -1.000, 0.251], [2.697, 1.125, -0.179], [-2.668, -2.375, 0.883], [-3.008, -2.310, -0.872], [-1.317, -2.215, -0.279], [-3.256, -0.010, 0.180], [-1.896, 3.951, 0.063], [3.771, 0.388, 1.598], [2.695, -1.990, 0.666], [2.808, 2.199, -0.303], [-2.382, -0.479, -0.009], [1.895, -0.833, -0.838], [-0.167, -0.166, -0.423], [1.952, 0.520, -1.116]], "mulliken_charge": [-0.79, 0.31, -0.63, 0.36, -0.51, -0.10, -0.12, 0.28, 0.27, 0.30, 0.21, 0.42, 0.37, 0.40, 0.41, -0.21, -0.27, -0.55, -0.16], "smiles": "C#CC(=O)NC.c1cnoc1", "e_above_lowest_ev": 4.811, "orbital_gap_ha": 0.3688, "lumo_energy_ev": 0.899, "energy_ha": -531.38226}